ORCA calculation (ωB97M-V/def2-TZVPD) on 6 unconnected molecules or ions with the total composition C32H96N15O6P5S in a non-equilibrium geometry.

The geometry in ORCA input format:
```
! RIJCOSX wB97M-V def2-TZVPD def2/J DEFGRID3
* xyz 0 1
O -21.082 6.343 -7.938
P -22.193 6.045 -7.017
N -21.878 4.671 -6.021
C -22.992 4.077 -5.241
C -20.507 4.252 -5.777
N -23.672 5.647 -7.876
C -24.987 5.578 -7.309
C -23.614 5.347 -9.316
N -22.576 7.314 -5.967
C -22.498 8.629 -6.549
C -23.215 7.338 -4.653
H -23.993 4.505 -5.186
H -22.738 4.115 -4.182
H -23.113 3.081 -5.668
H -20.138 4.520 -4.787
H -19.852 4.677 -6.537
H -20.428 3.178 -5.944
H -25.030 6.080 -6.342
H -25.624 6.242 -7.894
H -25.455 4.596 -7.243
H -23.759 6.202 -9.977
H -22.694 4.887 -9.676
H -24.407 4.637 -9.548
H -23.530 8.834 -6.832
H -22.160 9.346 -5.800
H -21.888 8.577 -7.451
H -24.263 7.075 -4.798
H -22.980 8.154 -3.971
H -22.747 6.456 -4.214
O -29.321 0.692 -0.435
P -30.514 1.093 0.387
N -30.387 0.434 2.045
C -31.030 1.004 3.168
C -29.832 -0.859 2.345
N -31.986 0.547 -0.231
C -33.228 0.419 0.592
C -32.061 0.541 -1.693
N -30.620 2.842 0.634
C -29.440 3.498 1.178
C -31.896 3.499 0.818
H -31.269 0.222 3.889
H -31.946 1.536 2.912
H -30.341 1.701 3.645
H -30.199 -1.175 3.322
H -28.747 -0.754 2.330
H -30.052 -1.527 1.513
H -33.778 1.360 0.620
H -33.942 -0.316 0.222
H -32.930 0.228 1.623
H -31.930 1.570 -2.027
H -31.359 -0.137 -2.179
H -33.063 0.250 -2.006
H -29.523 4.553 1.436
H -29.263 3.042 2.152
H -28.566 3.403 0.534
H -32.490 3.138 -0.022
H -31.983 4.579 0.697
H -32.261 3.218 1.806
O -26.891 8.727 0.927
P -26.245 7.520 0.391
N -26.149 6.174 1.495
C -26.180 6.448 2.931
C -25.846 4.758 1.159
N -24.597 7.634 -0.011
C -23.817 6.504 -0.607
C -23.801 8.484 0.832
N -26.996 6.926 -0.960
C -28.357 6.438 -0.859
C -26.725 7.667 -2.240
H -27.016 7.142 3.014
H -25.214 6.741 3.341
H -26.521 5.631 3.567
H -26.076 4.129 2.019
H -24.817 4.524 0.885
H -26.520 4.526 0.333
H -24.540 5.888 -1.141
H -23.139 6.950 -1.334
H -23.247 5.884 0.086
H -24.401 9.363 1.065
H -23.642 7.879 1.725
H -22.888 8.786 0.319
H -28.400 5.720 -0.040
H -29.036 7.290 -0.817
H -28.708 5.830 -1.694
H -27.030 7.074 -3.102
H -25.660 7.898 -2.225
H -27.280 8.604 -2.253
O -31.373 3.460 -8.061
P -30.529 3.026 -6.900
N -28.807 3.210 -7.166
C -28.315 4.100 -8.207
C -27.770 2.559 -6.400
N -30.704 1.389 -6.487
C -31.005 0.493 -7.665
C -30.416 0.806 -5.122
N -30.725 4.003 -5.468
C -29.800 5.111 -5.065
C -31.821 3.876 -4.530
H -29.131 4.393 -8.867
H -27.587 3.585 -8.834
H -27.857 5.000 -7.796
H -27.489 1.617 -6.872
H -28.058 2.406 -5.360
H -26.859 3.154 -6.331
H -30.076 0.222 -8.167
H -31.333 -0.398 -7.130
H -31.704 0.911 -8.390
H -29.383 0.455 -5.119
H -30.563 1.548 -4.338
H -31.052 -0.058 -4.932
H -29.993 5.408 -4.034
H -28.735 4.881 -5.033
H -29.816 5.982 -5.721
H -32.347 2.983 -4.870
H -32.510 4.700 -4.716
H -31.556 3.838 -3.474
O -23.779 0.190 0.223
P -23.803 -1.061 -0.597
N -25.259 -1.952 -0.631
C -25.798 -2.671 -1.760
C -26.195 -1.818 0.555
N -22.513 -2.152 -0.263
C -22.003 -2.148 1.115
C -22.175 -3.412 -1.055
N -23.523 -0.771 -2.287
C -22.085 -0.571 -2.808
C -24.533 -0.329 -3.247
H -26.297 -3.607 -1.510
H -25.001 -3.074 -2.385
H -26.409 -2.162 -2.505
H -25.611 -1.847 1.475
H -26.998 -2.553 0.598
H -26.681 -0.846 0.476
H -21.343 -2.978 1.371
H -21.523 -1.176 1.230
H -22.846 -2.255 1.797
H -21.241 -3.886 -0.753
H -22.945 -4.179 -0.977
H -22.114 -3.219 -2.126
H -21.740 -1.390 -3.440
H -22.143 0.360 -3.372
H -21.361 -0.570 -1.993
H -25.576 -0.403 -2.940
H -24.422 -0.894 -4.172
H -24.455 0.735 -3.473
C -25.909 2.280 -1.399
S -26.685 3.566 -2.462
O -26.141 3.261 -3.883
C -28.405 2.947 -2.493
H -26.406 1.331 -1.202
H -25.566 2.688 -0.448
H -24.957 2.061 -1.884
H -28.940 3.558 -3.220
H -28.991 3.063 -1.581
H -28.470 1.864 -2.598
*
```

- Energy relative to the best compared isomer or geometry (same formula, charge and spin): 455.1 kJ/mol
- Kohn-Sham gap: 8.31 eV
- DFT total energy: -4654.621404 Eh